5 unconnected molecules or ions with the total composition C4H16O4 at a distorted geometry. Source: OMol25; level of theory: ωB97M-V with the def2-TZVPD basis set.

```
24
Properties=species:S:1:pos:R:3:forces:R:3
C 1.724 0.013 -1.259 2.9395 0.9315 -0.3784
C 0.239 0.133 -1.307 0.4791 -0.2532 0.0497
C -0.431 -0.535 -2.248 1.2131 -0.4164 1.2322
C -1.843 -0.933 -2.113 -2.8641 1.3418 -0.8745
H 2.295 0.099 -2.198 -0.9863 -0.2237 -0.5722
H 2.377 0.765 -0.747 -1.3316 -0.2093 0.4559
H 2.113 -0.943 -0.901 -0.5339 -0.1595 0.3818
H -0.198 0.618 -0.441 -0.4425 -0.0356 -0.1596
H 0.292 -1.013 -2.919 -0.8382 -0.1496 -0.3994
H -2.469 -0.145 -1.650 0.7647 0.0179 0.4043
H -2.456 -0.975 -3.034 0.8338 -0.4304 -0.2210
H -2.137 -1.814 -1.551 0.7766 -0.4149 0.0729
H -4.170 1.084 4.297 0.0531 0.0454 -0.0042
H -4.192 -0.370 3.842 0.0433 0.0040 0.0325
O -4.576 0.234 4.483 -0.1039 -0.0456 -0.0140
H -0.070 -0.211 -5.662 -0.0248 0.0162 0.0819
H 0.402 0.550 -6.890 -0.0016 0.0487 -0.0069
O 0.025 0.679 -6.014 0.0233 -0.0590 -0.0629
H 6.556 2.773 0.879 0.0384 -0.0598 0.2323
H 5.947 1.518 1.565 0.1417 0.0927 0.2301
O 5.990 2.010 0.745 -0.1881 -0.0377 -0.4652
H -1.219 -1.317 7.121 -0.3337 -0.8299 0.4840
H -1.627 -2.562 6.107 -0.0864 -0.1265 1.0142
O -1.319 -1.668 6.241 0.4288 0.9529 -1.5133
```
Forces are in eV/Å.

Output
- highest occupied orbital energy (eV) = -9.10
- SMILES = C/C=C/C.O.O.O.O
- total energy (eV) = -12595.652
- lowest unoccupied orbital energy (eV) = 0.8
- relative energy (zero: lowest compared OMol25 entry of this formula, charge and spin) (eV) = 2.184

Results of the Mulliken charge analysis, in e, for atoms 1 through 2: -1.2755 -0.1257

=====

2 unconnected molecules or ions with the total composition C2HN2O2 at a distorted geometry. Source: OMol25; level of theory: ωB97M-V with the def2-TZVPD basis set.

```
7
Properties=species:S:1:pos:R:3:forces:R:3
C -0.304 0.135 -2.605 -0.4533 0.0294 2.0485
C -0.570 0.376 -0.128 1.4362 0.2481 -1.9989
N 0.276 -0.031 -3.593 0.1305 -0.0076 -0.4374
N -1.658 -0.194 0.451 -0.0970 0.8074 1.6933
O -1.405 -0.264 1.701 0.7854 -0.3590 -0.5213
O -2.805 -0.269 0.076 -0.2371 -0.5279 -1.2814
H 0.466 -0.035 -0.221 -1.5647 -0.1905 0.4973
```
Forces are in eV/Å.

Output
- highest occupied orbital energy (eV) = -5.43
- total energy (eV) = -9159.623
- lowest unoccupied orbital energy (eV) = 3.4
- charge = -1
- relative energy (zero: lowest compared OMol25 entry of this formula, charge and spin) (eV) = 6.617

Results of the Mulliken charge analysis, in e, for atoms 1 through 2: -0.1943 -0.2008

=====

7 unconnected molecules or ions with the total composition C26H35BF7O22 at a distorted geometry. Source: OMol25; level of theory: ωB97M-V with the def2-TZVPD basis set.

```
91
Properties=species:S:1:pos:R:3:forces:R:3
C -4.972 1.157 0.313 0.5767 0.0661 -0.2220
C -4.068 -0.032 -0.034 -0.3393 0.5916 -0.1068
C -4.360 -0.621 -1.405 0.2871 -0.4371 0.8105
F -5.779 -0.699 -1.519 -0.1090 -0.0408 0.0410
B -3.687 -2.119 -1.699 -1.0344 0.1487 -1.7864
C -2.297 -1.990 -2.602 0.3413 -0.5088 0.6122
C -1.007 -2.342 -1.883 0.4558 0.8701 -0.4648
C -0.942 -1.817 -0.467 0.1172 -0.4664 0.4499
O 0.117 -1.751 -2.625 0.2455 0.1989 -0.4067
O -4.674 -2.803 -2.621 0.4189 -0.3125 -0.4330
C -5.329 -3.826 -1.963 -0.8976 0.8057 0.9909
C -4.503 -4.111 -0.682 0.5354 -0.1024 -1.4559
O -5.292 -4.252 0.469 -0.1458 -0.1519 0.5114
O -3.642 -3.043 -0.549 0.3809 0.3745 0.6787
H -4.807 1.478 1.340 -0.1888 -0.0244 0.1855
H -4.679 1.996 -0.320 -0.1597 0.1783 -0.1193
H -6.015 0.942 0.118 -0.1981 -0.0633 0.1715
H -3.059 0.375 -0.080 0.2857 -0.2042 0.1809
H -4.116 -0.775 0.759 0.0420 -0.2325 -0.0600
H -4.051 0.114 -2.152 -0.0758 0.0240 -0.2400
H -2.405 -2.689 -3.430 -0.1384 -0.0844 -0.1816
H -2.167 -1.013 -3.066 -0.0266 0.3251 0.1590
H -0.834 -3.414 -1.934 -0.0962 -0.2481 0.3396
H -1.317 -2.583 0.203 -0.2636 0.0542 0.1759
H 0.075 -1.599 -0.134 0.1870 -0.0232 -0.0943
H -1.536 -0.921 -0.327 -0.0453 0.1161 -0.0838
H 0.848 -1.621 -2.011 -0.1921 -0.1788 0.0133
H -6.324 -3.491 -1.613 0.0047 -0.0444 -0.0181
H -5.517 -4.698 -2.596 0.3757 -0.1738 -0.0698
H -3.895 -5.011 -0.874 -0.1065 -0.2958 0.5292
H -4.889 -3.661 1.121 -0.1037 -0.0926 -0.2315
C 1.486 -0.300 -6.545 -0.1984 0.0345 -0.1225
C 2.160 -0.686 -5.251 0.1273 -0.2061 0.0323
O 2.999 0.436 -5.001 -0.1905 0.0395 0.1164
C 2.411 1.517 -5.577 0.0265 0.0550 -0.0265
O 2.714 2.640 -5.339 0.0519 0.0260 -0.1356
O 1.445 1.132 -6.440 0.1049 -0.1085 0.0690
F 2.937 -1.790 -5.391 0.0704 0.0755 -0.0319
H 2.088 -0.583 -7.409 0.0951 -0.0343 0.0737
H 0.486 -0.712 -6.646 -0.0825 0.2078 0.0778
H 1.484 -0.828 -4.409 -0.0833 -0.1774 0.0848
C -1.580 -1.453 4.671 -0.1749 0.2402 0.2710
C -1.278 -2.744 3.948 -0.2334 0.1013 -0.2154
O -0.614 -2.286 2.786 0.3431 -0.1036 0.2554
C -0.018 -1.109 3.089 -0.1990 0.1922 -0.3064
O 0.794 -0.573 2.404 -0.1114 -0.0663 0.2090
O -0.480 -0.621 4.261 0.0395 -0.2265 -0.0215
F -2.402 -3.408 3.595 0.0181 -0.0361 -0.0064
H -2.516 -1.004 4.324 0.2049 -0.2217 0.0009
H -1.598 -1.569 5.752 0.2149 0.1456 -0.0086
H -0.622 -3.429 4.490 -0.0517 -0.0806 -0.0280
C 3.530 0.693 1.739 -0.1604 -0.1085 0.0319
C 3.575 1.807 0.722 0.1259 0.1284 0.1242
O 4.946 1.849 0.366 -0.1046 -0.2138 -0.1838
C 5.451 0.592 0.553 -0.0542 -0.1128 0.2176
O 6.487 0.217 0.117 0.0639 0.0662 -0.0129
O 4.597 -0.156 1.286 0.0349 0.2284 -0.0944
F 3.226 3.009 1.258 0.0236 -0.1256 -0.0570
H 3.758 1.057 2.743 0.0484 0.1360 -0.0573
H 2.580 0.171 1.756 0.1591 -0.1983 -0.0861
H 2.975 1.633 -0.171 -0.0796 0.1402 0.0133
C -6.884 -2.228 5.288 -0.0326 0.0741 0.2336
C -6.562 -3.384 4.369 -0.1639 0.0415 -0.2586
O -5.822 -2.754 3.341 0.2091 -0.0398 0.2804
C -5.220 -1.661 3.877 -0.0666 0.0455 -0.3018
O -4.339 -1.058 3.363 -0.1756 0.0909 0.0917
O -5.760 -1.365 5.088 -0.0359 -0.1369 -0.0074
F -7.676 -3.944 3.848 0.0243 0.0351 -0.0031
H -7.796 -1.717 4.978 -0.0221 -0.0872 -0.1141
H -6.968 -2.516 6.333 0.1718 0.0818 0.0256
H -5.950 -4.167 4.821 -0.0656 -0.0843 -0.0394
C 4.709 5.365 2.290 -0.1512 0.0724 -0.0734
C 5.523 5.189 3.549 0.2572 0.0097 -0.1578
O 6.299 6.372 3.582 -0.2841 0.0197 0.1620
C 5.592 7.343 2.931 0.0045 0.1111 -0.1491
O 5.829 8.502 2.990 0.0482 -0.0522 -0.0130
O 4.577 6.792 2.225 0.1382 -0.1049 0.1340
F 6.349 4.115 3.482 0.0242 0.0253 0.0169
H 5.245 5.005 1.411 0.0915 -0.0553 0.0630
H 3.739 4.889 2.339 -0.1410 0.1995 0.0076
H 4.933 5.122 4.465 0.0488 -0.1077 0.0379
C 6.290 1.898 -2.899 -0.0231 -0.1742 0.1179
C 5.529 3.048 -3.516 0.0461 0.0292 0.1378
O 6.554 4.007 -3.734 -0.0126 -0.1887 -0.2327
C 7.720 3.325 -3.908 0.0842 -0.0650 0.1059
O 8.716 3.790 -4.352 0.0065 0.0443 0.0383
O 7.580 2.037 -3.510 -0.0980 0.1329 -0.0544
F 4.612 3.564 -2.662 0.0202 0.0701 0.0341
H 6.385 2.011 -1.818 -0.0518 0.0791 -0.0621
H 5.857 0.927 -3.124 0.1533 -0.0333 -0.1341
H 5.042 2.814 -4.462 -0.1658 0.1029 0.0558
```
Forces are in eV/Å.

Output
- highest occupied orbital energy (eV) = -4.63
- total energy (eV) = -92277.432
- lowest unoccupied orbital energy (eV) = 1.7
- charge = -1
- relative energy (zero: lowest compared OMol25 entry of this formula, charge and spin) (eV) = 0.615

Results of the Mulliken charge analysis, in e, for atoms 1 through 2: -1.6431 0.0095

=====

2 unconnected molecules or ions with the total composition C5H12N4 at a distorted geometry. Source: OMol25; level of theory: ωB97M-V with the def2-TZVPD basis set.

```
21
Properties=species:S:1:pos:R:3:forces:R:3
C -0.980 -1.237 -1.098 -0.1040 0.1475 -0.0035
C 2.519 -0.734 0.148 0.9025 -1.3753 -0.3350
C -0.908 0.225 -0.779 0.2373 -0.0394 0.0302
N 2.122 -1.682 0.800 -0.7561 0.0742 0.1568
C -1.157 1.166 -1.678 -0.0792 0.0548 -0.0885
N 3.025 -0.118 -0.760 -0.0255 0.6021 -0.4100
H -0.190 -1.274 1.355 -0.0639 0.0516 0.1227
H 2.586 -2.101 1.582 0.1883 0.2711 0.3048
H 2.864 0.834 -1.027 -0.1025 0.3014 0.2207
H -0.013 -1.712 -0.934 0.0516 -0.1179 0.0095
H -1.710 -1.723 -0.452 0.0009 -0.1133 0.0079
H -1.269 -1.380 -2.136 -0.0102 -0.0563 -0.0479
H -1.058 2.210 -1.442 -0.0125 0.1909 0.1059
H -1.455 0.917 -2.683 -0.0638 -0.1318 -0.1741
N -0.937 1.884 0.996 0.1026 0.3649 0.1239
C -0.413 0.604 0.605 1.1493 0.0086 -0.0669
N -0.717 -0.434 1.579 -0.2821 -0.3371 0.1467
H -1.948 1.863 0.967 -0.0966 -0.0472 0.0231
H -0.659 2.120 1.942 0.0289 0.0037 -0.0765
H -0.419 -0.137 2.504 0.0062 -0.0249 -0.1594
H 0.719 0.708 0.513 -1.0713 0.1724 0.1096
```
Forces are in eV/Å.

Output
- highest occupied orbital energy (eV) = -8.92
- SMILES = C=C(C)C(N)N.N=C=N
- total energy (eV) = -11338.657
- lowest unoccupied orbital energy (eV) = 0.7
- relative energy (zero: lowest compared OMol25 entry of this formula, charge and spin) (eV) = 1.564

Results of the Mulliken charge analysis, in e, for atoms 1 through 2: -1.4226 0.5829

=====

A molecular structure, C35H44FN3O6PtS5Si. Source: OMol25; level of theory: ωB97M-V with the def2-TZVPD basis set.

```
96
Properties=species:S:1:pos:R:3:forces:R:3
Pt -1.508 1.401 -0.163 -0.1581 -0.0969 -0.1704
O -6.542 5.364 2.030 -0.0051 0.0075 -0.0147
C -5.693 4.615 1.649 0.0166 -0.0246 0.0137
S -5.116 4.553 -0.033 -0.0384 -0.0185 0.0035
C -3.938 3.285 0.198 -0.0634 0.0507 0.1082
C -3.808 2.775 1.491 -0.0314 0.0689 -0.0786
S -2.749 1.545 1.922 0.0507 0.0370 0.0719
S -4.844 3.467 2.710 -0.0620 0.0016 -0.0189
S -3.091 2.726 -1.144 0.1261 0.0562 0.1146
C 0.791 -5.955 0.749 -0.0008 0.0058 0.0084
C 0.799 -5.255 -0.604 0.0167 0.0314 -0.0778
N 0.642 -3.814 -0.486 -0.0231 -0.0213 0.1018
C -0.605 -3.283 -0.658 0.0218 0.0062 -0.0301
C -0.928 -1.996 -0.394 0.0482 -0.0302 -0.0510
C -2.356 -1.622 -0.730 0.0376 0.1037 0.0751
O -3.155 -2.514 -0.989 -0.0113 -0.0333 0.0286
O -2.631 -0.369 -0.767 -0.2431 -0.0473 0.0188
C 0.090 -1.126 0.135 -0.2029 0.0618 0.0529
O -0.124 0.078 0.610 0.3392 0.0707 -0.1791
C 1.404 -1.641 0.225 0.0450 -0.1290 0.0767
C 2.483 -0.823 0.658 -0.0378 0.0007 0.0505
C 3.744 -1.350 0.786 0.0310 0.0439 -0.1004
F 4.752 -0.514 1.170 0.0069 -0.0161 0.0069
C 4.030 -2.678 0.548 0.0057 -0.0139 0.1183
C 2.968 -3.516 0.112 -0.0218 0.0228 0.0328
C 1.689 -3.013 -0.059 -0.0129 0.0412 -0.0738
N 5.309 -3.286 0.758 -0.0034 -0.0641 -0.1762
C 6.256 -2.693 1.686 -0.0115 -0.0620 0.0261
C 7.280 -3.807 2.058 -0.0048 0.0358 0.0295
N 6.731 -5.070 1.475 -0.0944 0.2230 -0.1170
C 6.825 -5.021 -0.018 -0.0052 0.0116 -0.0296
C 6.012 -3.762 -0.429 0.1063 0.1177 0.0269
H 0.941 -7.028 0.626 -0.0050 0.0005 0.0007
H -0.166 -5.795 1.246 -0.0015 -0.0061 -0.0048
H 1.575 -5.564 1.398 -0.0011 -0.0012 -0.0019
H -0.028 -5.614 -1.215 0.0104 -0.0103 -0.0114
H 1.715 -5.471 -1.158 -0.0053 -0.0028 -0.0115
H -1.369 -3.946 -1.040 -0.0085 -0.0098 0.0418
H 2.304 0.213 0.883 0.0047 0.0008 0.0243
H 3.181 -4.561 -0.067 0.0030 -0.0109 0.0581
H 5.721 -2.348 2.567 -0.0132 -0.0145 0.0037
H 6.791 -1.841 1.258 0.0015 0.0125 0.0224
H 7.385 -3.938 3.132 -0.0215 0.0123 0.0039
H 8.262 -3.633 1.624 0.0112 -0.0491 0.0005
H 5.703 -4.939 1.613 0.0227 -0.1920 0.1127
H 7.092 -5.923 1.890 0.0550 0.0017 -0.0109
H 6.402 -5.946 -0.405 -0.0322 0.0166 -0.0070
H 7.872 -4.954 -0.302 0.0176 -0.0494 0.0406
H 5.291 -4.006 -1.204 -0.0190 -0.0218 0.0194
H 6.689 -2.994 -0.823 -0.0148 -0.0049 -0.0407
O -10.552 -0.946 -0.653 0.0125 -0.0048 0.0042
C -9.798 0.173 -0.544 0.0293 0.0012 0.0125
O -10.265 1.159 -0.048 -0.0090 0.0117 0.0110
C -8.402 0.099 -1.080 -0.0320 -0.0091 0.0016
C -7.742 -1.106 -1.325 0.0058 0.0194 0.0079
C -6.466 -1.111 -1.853 0.0127 -0.0030 -0.0137
C -5.817 0.097 -2.154 0.0091 -0.0980 0.0785
S -4.250 0.072 -2.864 -0.0196 -0.0036 -0.2934
C -6.475 1.304 -1.867 -0.0165 0.0149 -0.0113
C -7.752 1.304 -1.341 0.0368 0.0026 0.0097
H -10.074 -1.619 -1.150 -0.0082 -0.0039 -0.0089
H -8.198 -2.059 -1.080 -0.0008 0.0019 0.0075
H -5.941 -2.039 -2.036 0.0301 0.0146 0.0341
H -5.975 2.238 -2.086 0.0215 -0.0046 0.0085
H -8.266 2.229 -1.121 -0.0115 -0.0018 -0.0137
C -1.019 5.002 -0.347 -0.0523 0.0391 0.0109
Si -0.140 3.350 -0.097 0.0384 -0.0984 0.0392
C 0.928 3.063 -1.693 0.0872 0.0172 0.0849
C 0.159 3.640 -2.890 -0.0231 -0.0280 -0.0140
C 1.178 1.575 -1.967 0.0139 -0.0153 -0.0138
C 2.292 3.758 -1.630 -0.0096 0.0193 -0.0376
C 0.824 3.629 1.553 0.0606 -0.0037 -0.0917
C 1.798 4.816 1.460 -0.0643 0.0442 0.0115
C 1.627 2.400 1.973 0.0264 -0.0075 0.0218
C -0.182 3.965 2.662 0.0172 -0.0447 0.0381
H -0.277 5.804 -0.406 -0.0079 0.0002 0.0156
H -1.686 5.228 0.489 0.0072 0.0037 0.0006
H -1.618 5.037 -1.255 0.0301 0.0054 -0.0189
H -0.862 3.254 -2.955 0.0104 -0.0170 -0.0027
H 0.673 3.363 -3.818 0.0002 0.0155 -0.0022
H 0.103 4.729 -2.853 -0.0010 -0.0039 0.0088
H 0.248 1.027 -2.158 -0.0056 0.0118 0.0032
H 1.688 1.077 -1.141 -0.0107 0.0064 0.0070
H 1.802 1.468 -2.863 0.0016 -0.0001 0.0036
H 2.206 4.824 -1.406 -0.0064 0.0002 -0.0146
H 2.794 3.666 -2.601 -0.0024 -0.0069 0.0028
H 2.943 3.304 -0.881 -0.0021 0.0003 -0.0024
H 2.641 4.617 0.802 0.0108 -0.0091 0.0144
H 2.202 5.018 2.459 -0.0010 -0.0031 -0.0019
H 1.311 5.733 1.119 -0.0026 -0.0047 0.0160
H 2.408 2.183 1.238 0.0133 0.0024 0.0118
H 1.002 1.514 2.080 -0.0170 0.0163 -0.0049
H 2.128 2.591 2.930 0.0008 0.0001 -0.0082
H -0.719 4.894 2.464 0.0014 -0.0003 -0.0041
H 0.360 4.095 3.606 -0.0095 0.0100 0.0012
H -0.915 3.172 2.810 0.0116 0.0006 0.0034
```
Forces are in eV/Å.

Output
- highest occupied orbital energy (alpha / beta) (eV) = -4.82 / -7.45
- total energy (eV) = -121781.005
- lowest unoccupied orbital energy (alpha / beta) (eV) = -1.3 / -1.4
- relative energy (zero: lowest compared OMol25 entry of this formula, charge and spin) (eV) = 0.649
- 2S+1 = 5

Results of the Mulliken charge analysis, in e, for atoms 1 through 2: 3.0268 -0.5475

=====

A molecular structure, C3H5O4Pr at a distorted geometry. Source: OMol25; level of theory: ωB97M-V with the def2-TZVPD basis set.

```
13
Properties=species:S:1:pos:R:3:forces:R:3
O -0.616 4.431 1.000 1.7720 -1.4036 -1.3537
C 0.153 3.693 0.448 -4.1261 1.4387 2.8208
C -1.788 1.894 2.022 0.3004 0.0826 -0.4003
O 1.289 3.860 -0.088 3.0866 -1.6035 -2.1183
O -0.125 2.278 0.343 2.5457 -0.5352 -1.2514
C -1.271 1.664 0.822 -1.6590 -0.6070 0.7526
H -2.776 1.495 2.247 0.4035 -0.1698 0.0718
H -1.286 2.506 2.770 -0.2815 0.0423 -0.2517
H -1.696 0.980 0.089 -0.0324 0.4102 0.0930
H 2.157 -1.081 -1.387 0.1577 -0.3299 -0.0805
O 2.698 -0.288 -1.536 -0.3648 0.0824 0.1464
H 3.479 -0.550 -2.040 0.3424 -0.4572 -0.2370
Pr 2.089 1.910 -0.942 -2.1444 3.0500 1.8082
```
Forces are in eV/Å.

Output
- highest occupied orbital energy (alpha / beta) (eV) = -16.61 / -16.62
- total energy (eV) = -25432.200
- lowest unoccupied orbital energy (alpha / beta) (eV) = -11.6 / -10.4
- charge = +2
- relative energy (zero: lowest compared OMol25 entry of this formula, charge and spin) (eV) = 1.326
- 2S+1 = 3

Results of the Mulliken charge analysis, in e, for atoms 1 through 2: -0.3645 0.7397